1.
2 unconnected molecules or ions with the total composition C2H4N2O2. Source: the OMol25 dataset; level of theory: ωB97M-V/def2-TZVPD.

Computed properties:
HOMO energy = -9.449 eV
Frontier orbital gap = 10.33 eV
Structure (SMILES) = [H]/N=N\O.C=C=O
Spin multiplicity = 1
E_LUMO = 0.88 eV

```
10
C2H4N2O2 ωB97M-V/def2-TZVPD
H -3.40964 -0.26877 0.14930
N -2.41920 -0.54476 0.04452
N -1.59056 0.31208 -0.02528
O -2.00316 1.64199 0.04514
H -1.19953 2.17323 -0.03080
C 2.11512 -0.50470 -0.05100
C 1.73381 0.71902 0.06078
O 1.35544 1.82036 0.12184
H 1.39704 -1.26910 -0.28236
H 3.12516 -0.80026 0.15001
```

2.
A single C2H4N2O2 molecule. Source: the OMol25 dataset; level of theory: ωB97M-V/def2-TZVPD.

Computed properties:
HOMO energy = -9.830 eV
Frontier orbital gap = 10.47 eV
Structure (SMILES) = N[C@]12ON1[C@H]2O
Spin multiplicity = 1
E_LUMO = 0.64 eV

```
10
C2H4N2O2 ωB97M-V/def2-TZVPD
N -0.31590 1.59267 0.50023
C 0.00235 0.46085 -0.36130
O -0.85573 0.31122 -1.48327
N -0.98895 -0.57610 -0.32550
C 0.34972 -0.87320 0.22715
O 1.15109 -1.75740 -0.57208
H -1.22039 1.38909 0.92637
H -0.48986 2.39992 -0.09588
H 0.38303 -0.97701 1.30498
H 1.98464 -1.97005 -0.12071
```

3.
A single C2H4N2O2 molecule. Source: the OMol25 dataset; level of theory: ωB97M-V/def2-TZVPD.

Computed properties:
HOMO energy = -10.247 eV
Frontier orbital gap = 10.65 eV
Structure (SMILES) = [H]/N=C(\N)OC=O
Spin multiplicity = 1
E_LUMO = 0.41 eV

```
10
C2H4N2O2 ωB97M-V/def2-TZVPD
H 1.73695 -1.73530 0.93403
N 0.76782 -1.83642 0.65564
C 0.18026 -0.75843 0.38339
N 0.75776 0.52009 0.04194
O -1.04335 -0.75855 -0.16848
C -1.28920 0.63981 -0.69787
O -1.60020 1.59262 -0.04770
H 0.48638 1.36905 0.52490
H 1.76889 0.55422 0.03808
H -1.76530 0.41292 -1.66392
```

What should be chosen as the most stable of them? Choose 3.

1.
A single C3H4O3 molecule. Source: the OMol25 dataset; level of theory: ωB97M-V/def2-TZVPD.

Computed properties:
HOMO energy = -10.359 eV
Frontier orbital gap = 11.20 eV
Structure (SMILES) = O=CCOC=O
Spin multiplicity = 1
E_LUMO = 0.84 eV

```
10
C3H4O3 ωB97M-V/def2-TZVPD
O 1.08874 1.58306 -0.43222
C 1.38418 0.46820 -0.09091
C 0.43175 -0.70854 -0.14248
O -0.81359 -0.34203 -0.70714
C -1.64777 0.29796 0.12994
O -1.43575 0.50904 1.29318
H 2.39900 0.21775 0.28309
H 0.85100 -1.48781 -0.78694
H 0.29890 -1.11330 0.86736
H -2.56221 0.57051 -0.41488
```

2.
A single C3H4O3 molecule. Source: the OMol25 dataset; level of theory: ωB97M-V/def2-TZVPD.

Computed properties:
HOMO energy (spin up / spin down) = -9.415 / -9.242 eV
Frontier orbital gap (spin up / spin down) = 7.58 / 7.09 eV
Spin multiplicity = 1
E_LUMO (spin up / spin down) = -1.83 / -2.15 eV

```
10
C3H4O3 ωB97M-V/def2-TZVPD
O 0.22840 1.29711 0.01843
C 1.10538 0.33954 -0.13226
C 0.75558 -0.99015 -0.05957
O -1.11737 -0.27866 -0.78266
C -1.11636 0.58191 0.24602
O -1.44623 0.44784 1.41086
H 2.09997 0.69650 -0.39083
H 1.41165 -1.74974 -0.47012
H 0.04617 -1.30874 0.70898
H -1.96719 0.96439 -0.54883
```

3.
A single C3H4O3 molecule. Source: the OMol25 dataset; level of theory: ωB97M-V/def2-TZVPD.

Computed properties:
HOMO energy = -10.072 eV
Frontier orbital gap = 8.80 eV
Structure (SMILES) = O=CC(=O)CO
Spin multiplicity = 1
E_LUMO = -1.27 eV

```
10
C3H4O3 ωB97M-V/def2-TZVPD
O 0.87671 1.69829 0.13444
C -0.26936 1.44690 -0.17629
C -0.86445 -0.01109 -0.11198
O -2.10291 -0.20655 -0.09981
C 0.24591 -1.15291 0.15298
O 1.52649 -0.82859 -0.33390
H -0.91586 2.28495 -0.36853
H 0.22931 -1.39812 1.28201
H -0.28841 -1.99036 -0.33587
H 1.56258 0.15749 -0.14305
```

What should be chosen as the most stable of them? Choose 1.

1.
A single C3H4O3 molecule. Source: the OMol25 dataset; level of theory: ωB97M-V/def2-TZVPD.

Computed properties:
HOMO energy = -10.250 eV
Frontier orbital gap = 10.32 eV
Structure (SMILES) = O=CC(O)C=O
Spin multiplicity = 1
E_LUMO = 0.07 eV

```
10
C3H4O3 ωB97M-V/def2-TZVPD
O -1.31682 -1.12274 1.48669
C -1.15149 -0.29509 0.62918
C -0.02643 -0.34799 -0.41213
O -0.35776 0.43398 -1.51497
C 1.22000 0.17918 0.28239
O 1.62610 1.29171 0.04211
H -1.78620 0.60924 0.52002
H 0.12954 -1.39584 -0.69940
H 0.12782 1.27002 -1.41578
H 1.70214 -0.47955 1.02607
```

2.
A single C3H4O3 molecule. Source: the OMol25 dataset; level of theory: ωB97M-V/def2-TZVPD.

Computed properties:
HOMO energy = -10.013 eV
Frontier orbital gap = 10.65 eV
Structure (SMILES) = O=CCOC=O
Spin multiplicity = 1
E_LUMO = 0.63 eV

```
10
C3H4O3 ωB97M-V/def2-TZVPD
O 1.89171 -0.72581 -0.77577
C 1.22861 -0.46277 0.22268
C 0.41126 0.82643 0.35320
O -0.60959 0.78222 -0.58027
C -1.38798 -0.32814 -0.60424
O -1.31269 -1.16217 0.24528
H 0.97366 -1.22811 0.90311
H 1.07103 1.67089 0.06857
H 0.02050 0.82471 1.38333
H -2.28651 -0.19725 -1.21589
```

3.
A single C3H4O3 molecule. Source: the OMol25 dataset; level of theory: ωB97M-V/def2-TZVPD.

Computed properties:
HOMO energy = -10.195 eV
Frontier orbital gap = 11.06 eV
Structure (SMILES) = O=CCOC=O
Spin multiplicity = 1
E_LUMO = 0.86 eV

```
10
C3H4O3 ωB97M-V/def2-TZVPD
O 1.29737 1.25069 -0.94676
C 1.27514 0.40868 -0.08713
C 0.38066 -0.82526 -0.16546
O -0.93709 -0.49231 -0.60349
C -1.51725 0.43579 0.16617
O -0.98256 0.97217 1.10319
H 1.92355 0.45972 0.81016
H 0.77210 -1.52094 -0.91415
H 0.33037 -1.31734 0.81147
H -2.54230 0.62880 -0.17401
```

What should be chosen as the most stable of them? Choose 3.

1.
A single C3H4O3 molecule. Source: the OMol25 dataset; level of theory: ωB97M-V/def2-TZVPD.

Computed properties:
HOMO energy = -11.045 eV
Frontier orbital gap = 11.73 eV
Structure (SMILES) = O=C1OCCO1
Spin multiplicity = 1
E_LUMO = 0.69 eV

```
10
C3H4O3 ωB97M-V/def2-TZVPD
O -0.66165 -0.84084 -2.45336
C -0.38878 -0.57195 -1.31966
O -0.93551 -1.11983 -0.19179
C -0.23009 -0.44991 0.89992
C 0.47919 0.79016 0.28576
O 0.56286 0.35389 -1.02902
H -0.75450 0.23249 1.48429
H 0.51883 -1.17208 1.25649
H -0.06023 1.80713 0.33716
H 1.46988 0.97094 0.73021
```

2.
3 unconnected molecules or ions with the total composition C3H4O3. Source: the OMol25 dataset; level of theory: ωB97M-V/def2-TZVPD.

Computed properties:
HOMO energy = -10.436 eV
Frontier orbital gap = 10.91 eV
Spin multiplicity = 1
E_LUMO = 0.48 eV

```
10
C3H4O3 ωB97M-V/def2-TZVPD
O 2.91851 -0.01910 -0.22300
C 1.82182 -0.00067 -0.51822
O 0.55013 2.35186 0.12512
C -0.56880 1.93375 -0.02534
C -0.61550 -1.93070 0.20809
O 0.48692 -2.38504 0.04800
H -1.43148 2.38410 0.50123
H -0.79480 1.07667 -0.69133
H -0.79856 -1.01579 0.80822
H -1.51349 -2.40002 -0.23660
```

3.
A single C3H4O3 molecule. Source: the OMol25 dataset; level of theory: ωB97M-V/def2-TZVPD.

Computed properties:
HOMO energy = -10.375 eV
Frontier orbital gap = 11.23 eV
Structure (SMILES) = O=CCOC=O
Spin multiplicity = 1
E_LUMO = 0.86 eV

```
10
C3H4O3 ωB97M-V/def2-TZVPD
O 0.97588 1.61909 -0.53869
C 1.34070 0.54829 -0.13019
C 0.48199 -0.68690 -0.12240
O -0.78023 -0.45022 -0.72297
C -1.64568 0.16496 0.09995
O -1.44466 0.44539 1.24913
H 2.35955 0.38865 0.26646
H 0.96928 -1.45561 -0.72211
H 0.36110 -1.03947 0.90605
H -2.62227 0.46506 -0.27144
```

4.
A single C3H4O3 molecule. Source: the OMol25 dataset; level of theory: ωB97M-V/def2-TZVPD.

Computed properties:
HOMO energy = -10.537 eV
Frontier orbital gap = 11.33 eV
Structure (SMILES) = O=C1COCO1
Spin multiplicity = 1
E_LUMO = 0.79 eV

```
10
C3H4O3 ωB97M-V/def2-TZVPD
O -2.37260 -0.30401 0.02498
C -1.19140 -0.14973 -0.08302
C -0.07359 -0.56043 0.86074
O 1.09039 -0.45537 0.07088
C 0.80710 0.61786 -0.77887
O -0.58697 0.54437 -1.08315
H -0.16294 -1.56133 1.28342
H -0.09691 0.19630 1.66307
H 1.38121 0.53387 -1.70184
H 1.00630 1.57650 -0.27448
```

What should be chosen as the most stable of them? Choose 4.